Entry from the OMol25 dataset: a molecular structure, C14H39KO14S3V (ωB97M-V/def2-TZVPD).

Values from the calculation:
- Gap between HOMO and LUMO: 6.322 eV
- Charge: +1
- HOMO: -12.022 eV

Element x y z (Å)
K: 0.1098 2.5496 -3.9225
O: 4.3973 2.8915 -0.9542
V: 4.0743 1.5430 -1.7479
O: 4.5395 0.3002 -0.9578
C: -0.3506 0.2809 -0.8755
C: 0.7390 1.3964 -0.6952
C: 1.5570 1.2527 0.5900
O: 1.7297 1.5200 -1.6871
H: -1.0320 0.2573 -0.0250
H: 0.2259 -0.6428 -0.9260
H: -0.7006 0.4579 -1.8925
H: 0.1333 2.2985 -0.6096
H: 0.7933 1.3625 1.3599
H: 2.2641 2.0740 0.7064
H: 1.9984 0.2561 0.5930
C: 0.1628 -0.5084 4.0196
O: 1.3421 0.2237 3.8971
H: 0.0752 -0.6857 5.0915
H: -0.7331 0.1040 3.9170
H: 0.0584 -1.4743 3.5255
H: 1.5390 0.2656 2.9584
C: 0.5689 3.9255 3.7821
O: -0.8757 3.8431 3.8129
H: 0.9076 4.9183 3.4861
H: 1.0373 3.6526 4.7278
H: 0.7996 3.1137 3.0923
H: -1.0559 2.9706 4.1705
O: 1.9926 -2.3242 1.8787
S: 2.7939 -3.1625 0.9952
O: 3.4832 -2.5648 -0.1742
O: 3.7799 -4.1408 1.8756
C: 4.9953 -4.4992 1.1931
C: 6.0703 -3.4969 1.3512
C: 1.6192 -4.4993 0.2817
H: 4.9455 -4.8422 0.1597
H: 5.4601 -5.4011 1.5915
H: 5.7967 -2.4505 1.2166
H: 6.7745 -3.7521 0.5592
H: 6.4491 -3.5326 2.3726
H: 2.1609 -5.2031 -0.3502
H: 0.7227 -4.0892 -0.1832
H: 1.3637 -5.0984 1.1558
O: -0.6119 -3.0678 -6.3207
S: -0.9857 -2.1830 -5.1691
O: -1.6115 -0.8364 -5.4356
O: -1.7679 -3.0596 -3.9866
C: -2.2627 -2.2372 -2.9490
C: -1.9743 -2.8776 -1.6156
C: 0.5658 -2.0326 -4.2104
H: -3.3486 -2.3004 -3.0187
H: -2.0853 -1.1618 -2.9577
H: -2.4337 -3.8659 -1.6032
H: -2.5711 -2.2719 -0.9336
H: -0.9653 -2.7858 -1.2135
H: 1.3070 -1.6161 -4.8925
H: 0.9181 -3.0283 -3.9412
H: 0.2650 -1.6164 -3.2490
O: -3.8530 6.2139 -0.5910
S: -3.7688 5.0128 0.2595
O: -4.3639 5.0756 1.6249
O: -4.5105 3.8308 -0.5647
C: -5.0042 2.6353 -0.0068
C: -6.5633 2.8359 -0.1679
C: -1.9942 4.5179 0.3984
H: -4.7650 2.4981 1.0478
H: -4.6768 1.8235 -0.6563
H: -7.0099 1.8494 -0.0438
H: -6.7889 3.0879 -1.2041
H: -7.0324 3.4422 0.6069
H: -1.3265 5.3111 0.7349
H: -1.6126 3.9696 -0.4629
H: -1.8803 3.7478 1.1614